1.
26
Properties=species:S:1:pos:R:3:forces:R:3:mulliken_spin:R:1 method="wB97M-V/def2-TZVPD" homo_energy_ev="-5.30 / -5.25" lumo_ha="-0.0153 / -0.0149" orbital_gap_ev="4.9 / 4.8" charge=0 spin_multiplicity=5
C -0.56604 -1.12317 -2.72129 -1.02 -2.16 -5.49 -0.028
C -0.83004 -0.32787 -3.83749 -0.02 -0.23 -0.18 0.015
C -0.61254 1.06133 -3.90679 -0.03 0.50 -0.47 -0.021
C -0.06244 1.81023 -2.84399 0.27 -0.39 -0.46 0.021
C 0.25876 1.20833 -1.63509 2.65 5.29 -1.79 -0.051
Ho -0.24744 -0.51587 -0.89239 -3.03 2.77 4.65 4.062
P -0.06254 -2.74247 -0.10469 1.13 -6.82 1.94 0.003
H -0.83244 -2.19067 -2.83329 0.03 -0.07 -0.64 0.001
H -1.20354 -0.82247 -4.74689 -0.07 0.38 0.12 0.001
H -0.82404 1.57323 -4.85439 0.07 -0.21 0.38 -0.002
H 0.86136 1.79633 -0.90839 -0.02 0.39 -0.50 0.002
H 0.20346 2.85953 -3.03759 -0.34 -0.19 -0.03 -0.002
H 1.17506 -3.10837 0.50191 -0.17 -0.35 0.01 0.002
H -0.09224 -3.79217 -1.07079 0.06 0.29 0.32 0.003
H -0.87704 -3.42397 0.85641 0.24 0.21 -0.21 -0.004
C 0.49856 1.05033 4.01351 -0.03 0.12 -0.27 0.001
C 0.40516 1.98353 2.98811 -0.08 -0.44 -0.18 0.000
C 0.22196 1.55063 1.66891 0.09 -1.45 1.63 0.000
N 0.14366 0.21553 1.36041 0.19 0.57 2.67 -0.001
C 0.22496 -0.69647 2.38631 0.21 2.58 0.51 -0.002
C 0.40406 -0.29907 3.71161 -0.06 -0.11 -0.37 0.000
H 0.63096 1.36913 5.03941 0.02 0.02 -0.02 0.000
H 0.46106 3.03993 3.21491 -0.01 0.00 -0.13 0.000
H 0.11676 2.31363 0.92261 -0.01 -0.31 -0.74 0.001
H 0.14446 -1.74847 2.22951 -0.06 -0.41 -0.66 -0.001
H 0.46016 -1.04067 4.49951 0.00 -0.01 -0.10 0.000

***

2.
25
Properties=species:S:1:pos:R:3:forces:R:3:lowdin_charge:R:1 method="wB97M-V/def2-TZVPD" homo_energy_ev=-12.04 lumo_ha=-0.1778 relative_energy_kcal_mol=101.57 orbital_gap_ev=7.2 charge=+1
C -4.17192 -0.27513 -0.44051 -1.75 1.57 -2.87 -0.114
C -3.57012 0.92832 -0.74667 1.06 -0.93 1.34 -0.053
C -3.52044 -1.24636 0.20360 1.92 -2.35 1.42 -0.083
C -2.28189 1.11121 -0.20556 -0.25 2.26 -0.73 -0.038
C -2.15801 -1.15557 0.60320 -1.94 1.37 -0.01 0.006
C -1.53901 0.11900 0.42708 -0.98 -1.77 -0.08 -0.211
C 2.57757 -0.05321 -1.56129 -2.21 0.64 -2.19 0.169
C -0.13258 0.25591 0.82433 2.32 -0.60 -0.18 -0.084
C 1.02792 -0.73629 -0.00018 -1.76 2.39 0.86 -0.153
C 3.20396 0.26721 0.66496 1.84 -0.60 2.34 -0.005
N 0.52355 -0.92740 1.26147 -0.60 -0.65 0.33 0.035
N 2.27555 -0.08885 -0.33225 -0.78 -0.96 -1.33 -0.145
H -5.13587 -0.38737 -0.98509 0.46 -0.53 1.14 0.131
H -4.19440 1.56293 -1.35263 0.66 0.91 0.11 0.110
H -4.05320 -2.16791 0.38349 0.11 -0.23 0.12 0.110
H -1.88397 2.14346 -0.24803 0.16 -0.74 -0.21 0.120
H -1.77832 -1.98603 1.19089 0.46 0.29 -0.37 0.112
H 3.37727 0.49106 -1.97422 1.47 0.29 0.20 0.111
H 1.80368 -0.30284 -2.33938 0.79 -0.32 1.13 0.152
H 0.32931 1.18585 1.23100 -0.67 -0.42 -0.78 0.152
H 0.62957 -1.28678 -0.81808 -0.13 -0.51 -0.48 0.145
H 3.68865 -0.75471 0.98398 -1.29 2.10 0.51 0.172
H 2.76005 1.00968 1.39348 0.36 -1.59 -0.25 0.135
H 4.06277 0.78499 0.27779 0.13 0.34 -0.75 0.096
H 1.02234 -1.05287 2.10535 0.62 0.02 0.73 0.130

***

3.
25
Properties=species:S:1:pos:R:3:forces:R:3:lowdin_charge:R:1 method="wB97M-V/def2-TZVPD" homo_energy_ev=-12.42 lumo_ha=-0.1434 relative_energy_kcal_mol=106.90 orbital_gap_ev=8.5 charge=+1
C 3.71345 0.36939 -0.01353 -0.52 2.26 0.29 -0.058
C 2.82408 1.22316 0.70316 2.17 0.73 0.97 -0.074
C 3.13676 -0.60009 -0.81417 3.75 -0.28 0.80 -0.081
C 1.49769 0.86564 0.78333 -1.37 2.14 0.82 -0.052
C 1.89059 -1.05948 -0.52224 -0.10 -1.92 -2.48 -0.062
C 1.03463 -0.32354 0.20234 -1.49 1.29 2.77 -0.286
C -4.32436 -0.09446 0.28848 0.41 -0.26 2.18 0.107
C -1.95097 0.55249 -0.05427 0.18 2.15 1.56 -0.170
C -1.47735 1.01601 -1.39892 -0.76 2.18 2.52 0.023
C -0.56346 -1.89393 0.84971 -0.58 -2.30 0.59 0.040
N -3.06920 -0.01745 0.15048 -1.83 -1.01 -0.82 0.064
N -0.31176 -0.71418 0.58691 0.99 1.11 -2.05 0.022
H 4.78925 0.63731 0.03966 -0.85 -0.49 -0.52 0.123
H 3.30361 2.14582 1.27450 -1.46 -2.07 -1.28 0.155
H 3.86943 -1.15266 -1.43701 -1.02 0.07 0.23 0.130
H 0.78028 1.60422 1.31322 1.13 -1.61 -0.78 0.142
H 1.70590 -1.99430 -1.04471 -0.92 0.04 0.32 0.131
H -4.90987 0.82887 0.52869 0.33 -0.63 -1.06 0.123
H -1.65891 1.08617 0.85011 0.49 -0.01 -0.30 0.147
H -0.44960 0.85894 -1.37770 1.81 -1.07 -1.00 0.046
H -1.45154 2.16104 -1.41673 -0.86 -1.44 0.01 0.143
H -2.14912 0.55403 -2.04994 -0.20 -0.47 -1.98 0.078
H -1.56521 -2.29162 0.90928 -0.73 0.56 0.18 0.085
H 0.13441 -2.69526 1.04157 0.86 0.10 -0.16 0.106
H -4.79872 -1.06610 0.60777 0.55 0.92 -0.81 0.118

***

4.
25
Properties=species:S:1:pos:R:3:forces:R:3:lowdin_charge:R:1 method="wB97M-V/def2-TZVPD" homo_energy_ev="-11.32 / -11.56" lumo_ha="-0.1732 / -0.1731" relative_energy_kcal_mol=127.31 orbital_gap_ev="6.6 / 6.8" charge=+1
C -1.70899 2.44392 1.99163 -0.89 -1.87 -1.72 -0.063
C -1.13427 3.57307 1.41493 1.78 0.94 -0.42 0.044
C -1.41626 1.32153 1.22872 -0.23 -0.64 0.81 -0.031
C -0.30240 3.07486 0.39424 -1.18 2.44 1.68 -0.247
C 0.71219 3.53237 -0.50315 -0.20 -0.46 1.05 0.070
C 1.24011 2.41636 -1.07054 -0.39 0.16 -0.60 -0.017
C 0.48065 1.31338 -0.60534 0.04 -7.51 -2.32 -0.081
C 0.60674 -0.20715 -1.20320 -1.08 8.67 2.99 0.028
C -0.12442 -2.42504 -1.18663 1.46 -2.51 -3.70 -0.043
C 0.82739 -1.51700 0.81798 2.26 3.74 -1.61 0.037
N -0.45489 1.74328 0.31641 0.06 -0.85 -0.95 -0.020
N 0.06287 -1.23595 -0.39897 -3.69 0.53 -0.91 -0.298
H -2.53691 2.40074 2.61247 -1.11 0.23 1.55 0.090
H -1.22097 4.61155 1.79900 0.11 -0.98 -0.60 0.138
H -1.94479 0.31960 1.22978 1.05 1.43 0.06 0.138
H 0.90863 4.57646 -0.42047 0.75 0.45 -0.84 0.127
H 1.96611 2.22109 -1.82433 0.56 0.51 -0.29 0.113
H 1.42857 -0.30471 -1.84810 0.85 -0.92 -0.60 0.093
H 0.94536 -2.83046 -1.42018 -2.09 0.56 0.13 0.154
H -0.64341 -3.12506 -0.61854 -0.50 -1.42 1.41 0.073
H -0.80326 -2.44276 -2.15328 1.73 1.21 1.76 0.166
H 1.85911 -1.68254 0.39009 -0.87 0.25 1.20 0.145
H 0.68957 -0.55434 1.38267 0.75 -1.36 0.09 0.125
H 0.43531 -2.35256 1.21383 -1.17 -2.79 2.01 0.064
H -0.96132 -1.00224 -0.15082 1.98 0.19 -0.16 0.197

***

5.
32
Properties=species:S:1:pos:R:3:forces:R:3:mulliken_spin:R:1 method="wB97M-V/def2-TZVPD" homo_energy_ev="-13.73 / -17.55" lumo_ha="-0.2825 / -0.4339" relative_energy_kcal_mol=21.03 orbital_gap_ev="6.0 / 5.7" charge=+2 spin_multiplicity=5
O -0.94438 5.35404 -2.17643 -0.02 0.34 0.03 -0.004
C -0.85290 4.27485 -2.45195 0.01 -0.41 0.00 0.014
Rh -0.75365 -0.30568 -3.49737 -0.80 0.17 1.08 1.988
C -0.88062 -2.03658 -2.67781 0.13 -5.74 3.46 0.071
O -0.88685 -3.05483 -2.09976 -0.03 4.13 -2.63 0.050
C -0.83385 -1.69152 -5.76962 0.13 0.42 -1.21 0.070
O -0.80686 -1.62133 -6.89310 -0.05 -0.19 1.11 -0.001
C 0.99614 0.09866 -2.88854 6.64 0.16 -0.58 0.045
O 2.03252 0.22831 -2.40255 -2.95 -0.03 -0.34 0.071
C -2.62077 0.07307 -3.24430 -6.56 1.17 -1.92 0.037
O -3.70524 0.36482 -2.97248 3.47 -0.84 0.02 0.034
H -0.78715 1.11343 -2.54786 0.01 0.92 0.40 0.373
C 0.33141 -2.57121 2.96772 0.35 -0.32 -0.22 0.005
C 0.71921 -1.80661 1.69531 1.02 -0.77 0.41 0.009
N -0.46191 -1.17586 1.09138 -0.22 1.29 -2.05 0.070
C -0.42362 0.07421 0.55021 0.88 -3.10 2.73 -0.095
S -1.69842 0.45813 -0.48449 -0.50 0.56 -0.40 1.181
N 0.52780 0.93165 0.99344 -1.63 1.42 -2.75 0.081
C 0.54779 1.31525 2.40072 -0.34 -0.81 1.73 0.005
C 1.67539 2.26458 2.67311 -0.33 -0.43 -0.20 0.001
H -0.22243 -1.93494 3.66219 0.11 -0.09 -0.03 -0.001
H 1.26899 -2.91351 3.44420 -0.56 0.11 -0.13 0.001
H -0.27605 -3.46237 2.72570 0.25 0.43 0.16 0.000
H 1.46724 -1.02313 1.91958 -0.50 -0.55 -0.27 -0.003
H 1.19700 -2.51620 0.95855 -0.64 0.76 0.53 0.005
H -1.17775 -1.81444 0.70215 0.49 0.47 0.65 -0.005
H 0.46439 1.78064 0.40204 0.59 -0.38 0.45 -0.014
H -0.43556 1.73593 2.69640 0.44 -0.15 -0.28 0.005
H 0.68286 0.37391 2.96639 -0.16 0.69 -0.01 0.003
H 1.67804 3.08544 1.99085 -0.04 0.71 -0.48 0.001
H 1.57044 2.64319 3.66048 -0.06 0.39 0.86 0.001
H 2.60877 1.75811 2.60584 0.85 -0.35 -0.10 0.000

***

6.
32
Properties=species:S:1:pos:R:3:forces:R:3:lowdin_charge:R:1 method="wB97M-V/def2-TZVPD" homo_energy_ev=-4.18 lumo_ha=0.1037 relative_energy_kcal_mol=31.85 orbital_gap_ev=7.0 charge=-1
Pt -0.42260 -0.41560 0.65110 0.40 0.72 -0.71 0.916
O 0.28372 2.50221 0.97713 0.76 0.63 -0.67 -0.026
N -0.32161 1.61813 0.43326 -1.08 -0.74 1.51 -0.262
N -1.71579 1.81958 0.30622 0.20 -0.68 -0.56 -0.187
O -2.22829 0.53514 0.24441 0.10 0.34 0.05 -0.388
C -2.13476 2.66419 -0.75524 -0.05 0.35 0.12 -0.204
C -1.44734 3.83898 -1.07613 -0.09 -0.11 0.10 -0.030
C -1.93148 4.65842 -2.08086 -0.03 -0.02 -0.06 -0.104
C -3.09726 4.33424 -2.76631 0.03 0.00 0.02 -0.122
C -3.77077 3.16687 -2.43816 0.02 -0.01 -0.01 -0.099
C -3.29707 2.32716 -1.44015 -0.01 0.02 -0.05 -0.023
H -0.54933 4.09847 -0.53577 -0.01 0.03 0.02 0.092
H -1.39102 5.56387 -2.32982 0.00 -0.01 0.00 0.095
H -3.47256 4.98414 -3.54689 0.00 0.00 0.01 0.089
H -4.67593 2.89677 -2.96903 0.00 0.00 0.00 0.095
H -3.79765 1.40590 -1.18324 0.01 0.01 0.01 0.104
O 1.39771 -1.20295 0.78170 -1.91 0.33 -0.89 -0.434
C 1.91972 -2.40797 3.07334 0.27 0.15 -0.16 -0.113
N 1.95452 -3.07892 1.79704 0.24 -2.19 1.10 -0.193
C 3.24482 -3.18092 1.13681 -0.05 0.04 0.12 -0.177
C 2.86988 -3.65997 -0.27354 -0.02 -0.04 -0.04 -0.191
N 1.47989 -3.29309 -0.35493 -0.54 -0.67 0.11 -0.018
C 1.05349 -2.61494 0.80847 1.73 2.13 0.07 -1.065
S -0.71939 -2.58554 1.13958 -0.26 -0.39 -0.05 0.508
H 2.49710 -2.98498 3.79986 0.00 -0.03 0.02 0.074
H 0.88616 -2.34688 3.40850 -0.02 -0.01 0.02 0.054
H 2.32119 -1.38395 3.01929 -0.03 -0.12 0.03 0.081
H 3.88601 -3.90543 1.64515 0.04 0.07 0.06 0.107
H 3.74936 -2.20256 1.11728 0.02 -0.07 -0.09 0.113
H 3.00210 -4.74899 -0.34541 0.03 0.06 -0.08 0.097
H 3.48311 -3.18580 -1.04687 0.06 0.01 0.07 0.103
H 0.94407 -3.21561 -1.19678 0.17 0.19 -0.06 0.107

***

7.
25
Properties=species:S:1:pos:R:3:forces:R:3:lowdin_charge:R:1 method="wB97M-V/def2-TZVPD" homo_energy_ev=-9.97 lumo_ha=0.0248 relative_energy_kcal_mol=41.91 orbital_gap_ev=10.6 charge=0
C -1.98191 -1.30843 0.10261 2.45 0.63 -0.23 -0.188
C -1.63770 1.57344 0.57002 1.23 0.35 -1.03 -0.177
C 1.84766 0.43075 -0.31895 -0.18 -0.73 1.51 -0.102
C 0.75626 1.46982 -0.43936 -2.34 -2.43 0.37 -0.098
C 0.56113 -1.60051 0.18767 -3.67 1.10 3.45 -0.066
C 0.34311 0.31628 1.60087 0.04 1.82 -0.97 -0.084
C 1.32007 -0.50656 0.87095 2.40 0.51 -2.94 -0.291
C -0.67424 -0.77759 -0.33965 -0.85 1.45 0.75 -0.358
C -0.40511 0.70745 0.32101 -0.45 0.23 -0.38 -0.299
C -0.71962 -0.66243 -1.82614 -1.72 -0.88 -0.67 -0.027
N -2.92100 -1.85281 0.42651 -1.93 -0.80 0.60 0.178
O -1.85816 2.64315 0.04315 0.18 -0.87 0.31 0.079
H -2.24936 1.16780 1.34493 -1.17 -0.26 0.83 0.118
H 2.06192 -0.24197 -1.15733 0.24 0.75 -0.03 0.118
H 2.67745 0.95995 0.07832 1.42 0.05 -0.27 0.099
H 0.96861 2.31920 0.16450 0.17 0.94 0.02 0.115
H 0.36437 1.69526 -1.40184 0.27 0.66 -0.90 0.107
H 0.97173 -2.30729 -0.43664 1.38 -0.86 -1.96 0.104
H 0.21094 -2.21028 1.04595 -0.25 -0.06 -0.48 0.135
H -0.18304 -0.24081 2.28161 -1.68 -1.48 1.64 0.103
H 0.65593 1.22985 2.12357 0.53 -0.33 -0.20 0.147
H 2.14029 -0.93334 1.34171 1.56 -0.49 1.47 0.122
H 0.22868 -0.30758 -2.04607 1.79 0.03 -1.47 0.047
H -1.42007 0.04621 -2.25395 -0.32 0.47 0.51 0.104
H -1.05794 -1.60957 -2.28347 0.91 0.18 0.06 0.114

***

8.
25
Properties=species:S:1:pos:R:3:forces:R:3:lowdin_charge:R:1 method="wB97M-V/def2-TZVPD" homo_energy_ev=-9.87 lumo_ha=0.0288 relative_energy_kcal_mol=60.04 orbital_gap_ev=10.7 charge=0
C 0.82198 -2.08650 -0.27538 1.34 -2.41 0.28 -0.179
C -2.38714 -0.06913 0.90372 2.35 -1.64 -0.71 -0.049
C -2.22342 -1.13550 -0.22194 2.24 2.09 0.19 -0.064
C 0.02204 0.31546 0.86073 2.53 -1.05 0.97 -0.065
C -1.27588 0.88368 0.38907 -0.99 0.07 4.61 -0.393
C -1.01485 -0.55846 -1.08929 -0.59 -0.41 2.27 -0.133
C 0.31321 -0.79265 -0.22140 -2.02 3.27 -0.94 -0.201
C 1.19251 0.48135 -0.06498 0.46 -1.80 1.04 -0.400
C 1.40278 1.58292 -1.03266 0.10 1.37 -2.00 -0.036
C 2.52839 0.11594 0.62358 -1.09 2.23 2.74 -0.040
N 1.29712 -3.13797 -0.42201 -0.69 1.25 0.25 0.168
O -1.27722 0.83138 -0.92271 0.26 -0.37 -4.21 -0.034
H -3.38012 0.28965 0.90344 -0.87 0.70 0.43 0.098
H -2.00329 -0.52494 1.84339 -0.99 0.53 -0.29 0.126
H -1.97093 -2.03022 0.19811 0.72 -2.63 0.95 0.078
H -3.07554 -1.26817 -0.77038 -2.15 -0.14 -1.65 0.082
H 0.35616 0.24405 1.94916 -1.12 -0.15 -1.52 0.179
H -1.40493 1.85206 0.76095 -0.23 1.81 0.30 0.149
H -0.98495 -0.86637 -2.10386 0.13 -0.06 -0.89 0.148
H 1.35278 2.55202 -0.48795 0.51 -0.52 -0.18 0.100
H 0.63107 1.74923 -1.84244 0.90 -0.71 0.90 0.101
H 2.42275 1.44564 -1.52090 -1.27 0.44 0.58 0.107
H 3.17183 -0.39783 0.01316 1.67 -0.90 -1.95 0.046
H 2.45973 -0.55289 1.50779 -0.53 0.41 -0.39 0.094
H 3.02594 1.07726 1.02279 -0.64 -1.39 -0.78 0.119

***

9.
26
Properties=species:S:1:pos:R:3:forces:R:3:lowdin_charge:R:1 method="wB97M-V/def2-TZVPD" homo_energy_ev=-8.13 lumo_ha=0.0128 relative_energy_kcal_mol=123.18 orbital_gap_ev=8.5 charge=0
C 3.73897 0.90421 -0.04698 0.68 0.76 0.63 -0.078
C 3.58619 -0.35180 -0.48533 2.64 -1.36 -1.61 -0.114
C 2.68291 1.47292 0.65771 2.53 2.78 -0.82 -0.092
C 2.47113 -1.08270 -0.32031 -2.07 -2.14 -1.59 -0.021
C 1.53749 0.83028 0.84950 -1.49 -0.97 -0.43 -0.036
C 1.43629 -0.47114 0.32569 -1.52 0.95 1.06 -0.168
C 0.16206 -1.10885 0.37700 -4.04 0.87 -0.11 -0.063
C -2.38856 1.80793 0.00141 3.53 1.20 0.02 -0.061
C -1.40544 -2.81140 0.26982 -1.99 -2.68 -0.06 -0.004
C -1.42597 0.68623 -0.57228 -0.64 0.87 0.35 -0.246
N -0.03727 -2.39330 0.31592 0.86 0.48 -1.68 -0.248
O 0.89622 -3.27299 0.16039 -0.62 0.22 0.55 -0.089
O -1.22921 -0.30243 0.45202 4.36 -1.26 0.54 -0.143
H 4.70366 1.34691 -0.31736 -0.65 0.54 0.50 0.117
H 4.41172 -0.75970 -1.05984 -0.08 -0.20 -0.05 0.114
H 2.77184 2.54139 0.82131 -0.16 -0.02 0.58 0.111
H 2.19558 -2.02280 -0.90759 1.08 1.25 1.30 0.149
H 0.67441 1.39293 1.17446 -0.13 -0.38 0.42 0.119
H -2.06733 2.01346 1.02810 -0.14 -0.58 0.22 0.064
H -2.05764 2.82432 -0.41181 -1.07 -1.44 -0.24 0.094
H -3.42774 1.63453 0.02275 -1.09 -0.26 -0.43 0.045
H -1.59438 -3.90784 -0.07620 1.17 1.93 0.80 0.139
H -1.71848 -2.68220 1.29675 -0.79 -0.27 0.12 0.099
H -2.02500 -2.19325 -0.37008 0.23 0.16 0.07 0.085
H -0.49320 1.20901 -0.92381 -0.72 -0.88 0.38 0.121
H -1.90570 0.12294 -1.37318 0.12 0.46 -0.52 0.106

***

So what do the calculations give for electronic energy? Going down the list: -47147.1408, -13550.9297, -13550.6988, -13549.8137, -37617.9636, -36763.1759, -14116.6173, -14115.8311, -16161.3582 eV.